{"formula": "CH5ClN2O", "method": "the ωB97M-V functional and the def2-TZVPD basis", "species": ["C", "N", "N", "O", "Cl", "H", "H", "H", "H", "H"], "coordinates": [[-1.9922, -0.0320, -0.5599], [2.1503, -0.6365, 0.1681], [2.6742, 0.3860, 0.5799], [-1.1218, -0.0346, 0.6214], [4.3758, 0.4998, -0.0028], [-1.1254, -0.3829, -1.2263], [-2.2555, 0.9622, -0.8811], [-2.7986, -0.7711, -0.4257], [1.2887, -0.8222, 0.6467], [-1.1955, 0.8314, 1.0797]], "homo_lumo_gap_ev": 10.385, "e_homo_ev": -10.11, "e_above_lowest_kj_mol": 147.2, "total_energy_ha": -685.934169, "e_lumo_ev": 0.28, "smiles": "[H]/N=N/Cl.CO"}